This record from the Open Molecules 2025 dataset describes an isolated molecule of C22H25FN2O2. The level of theory is ωB97M-V/def2-TZVPD.

```
52
C22H25FN2O2, DFT ωB97M-V/def2-TZVPD
F 0.082 0.242 -2.207
O 4.243 0.162 1.903
O -4.295 0.192 1.709
N 3.553 -0.543 -0.113
N 1.323 -1.892 -0.645
C -0.659 2.688 0.498
C 3.025 -0.344 -1.448
C 2.134 -2.434 0.435
C -4.619 0.870 -0.543
C -0.534 -0.347 -1.140
C 2.118 -1.536 -1.795
C 0.104 3.162 -0.554
C -3.829 0.234 0.589
C 1.292 1.658 1.437
C 3.581 -1.923 0.318
C -1.788 0.128 -0.846
C -1.919 -1.345 1.037
C 2.069 2.135 0.386
C -2.511 -0.337 0.252
C 1.459 2.883 -0.613
C 3.825 0.429 0.792
C 3.553 1.859 0.359
C 0.093 -1.349 -0.384
C -0.673 -1.831 0.691
C -0.062 1.930 1.491
C -4.982 -0.163 -1.609
C -2.613 -1.929 2.225
H 2.431 0.570 -1.484
H -0.353 3.751 -1.336
H -2.100 -2.822 2.572
H 3.973 2.064 -0.626
H -2.167 0.913 -1.479
H -5.574 0.303 -2.394
H 4.069 -1.958 1.293
H 1.729 -2.097 1.391
H 4.047 2.506 1.088
H 1.760 1.080 2.221
H 4.166 -2.517 -0.390
H 3.843 -0.267 -2.176
H 2.121 -3.532 0.410
H -3.646 -2.174 1.991
H 2.048 3.258 -1.439
H -4.052 1.688 -0.988
H -0.272 -2.641 1.280
H -0.656 1.551 2.310
H -4.090 -0.595 -2.055
H -5.569 -0.966 -1.169
H -1.714 2.909 0.552
H 1.489 -1.298 -2.649
H -2.639 -1.199 3.032
H -5.531 1.286 -0.109
H 2.716 -2.411 -2.066
```

Results
- SMILES = CCC(=O)c1cc(F)c(N2CCN(C(=O)Cc3ccccc3)CC2)cc1C
- HOMO-LUMO gap (eV) = 8.6
- charge = 0
- LUMO energy (Eh) = 0.0212

Atom charges from the natural (NBO) analysis, given in e for atoms 1 to 5: F -0.350; O -0.636; O -0.554; N -0.449; N -0.413

=====

This record from the Open Molecules 2025 dataset describes a cluster of 2 separate species, C22H25FNO10S2 in total. The level of theory is ωB97M-V/def2-TZVPD.

```
61
C22H25FNO10S2, DFT ωB97M-V/def2-TZVPD
S -1.744 3.191 -0.119
S -3.517 1.551 1.409
F 0.447 -0.549 -0.352
O 3.392 -1.917 0.129
O -0.731 2.627 0.755
O -2.377 1.466 2.296
O 0.620 -2.897 -0.893
O 2.750 0.250 -0.218
O 0.016 -0.914 2.688
O 0.178 -3.349 1.265
O -4.816 1.922 1.928
O -1.917 4.625 -0.225
O 2.047 -0.003 2.408
N -3.239 2.492 0.053
C 2.012 0.482 3.786
C 2.580 -1.024 0.165
C 1.154 -1.230 0.593
C -3.780 -0.247 1.111
C 1.004 -0.720 1.995
C -5.347 -2.051 0.696
C -4.431 -2.995 1.189
C 1.133 2.319 -2.946
C 0.430 2.401 -1.734
C -2.862 -1.195 1.584
C 0.491 2.641 -4.151
C -5.020 -0.690 0.636
C -0.861 3.013 -4.132
C -1.561 3.080 -2.918
C -3.173 -2.559 1.623
C 3.052 1.557 3.876
C 0.487 -4.375 -2.666
C 0.636 -2.620 0.414
C 0.358 -4.298 -1.168
C 3.938 0.678 -0.938
C -0.925 2.784 -1.711
C 4.107 2.149 -0.640
H -2.431 -3.256 2.028
H 1.427 -3.901 -2.988
H -6.338 -2.377 0.371
H -5.717 0.039 0.227
H 4.814 0.101 -0.604
H 3.260 2.729 -1.029
H -0.337 -3.805 -3.119
H 2.191 2.030 -2.961
H 3.995 1.227 3.443
H 1.022 0.852 4.073
H 3.254 1.839 4.911
H -4.691 -4.055 1.243
H 1.041 2.604 -5.097
H 1.119 -4.906 -0.654
H 0.454 -5.426 -2.980
H -2.611 3.357 -2.908
H 4.173 2.344 0.439
H -0.648 -4.570 -0.807
H 2.286 -0.394 4.371
H -1.365 3.262 -5.070
H 0.942 2.163 -0.805
H 3.755 0.510 -2.011
H 2.727 2.444 3.328
H -1.888 -0.874 1.942
H 5.032 2.467 -1.133
```

Results
- HOMO-LUMO gap (eV) = 8.1
- charge = -1
- LUMO energy (Eh) = 0.0889

Atom charges from the natural (NBO) analysis, given in e for atoms 1 to 5: S 2.273; S 2.256; F -0.286; O -0.587; O -0.976

=====

This record from the Open Molecules 2025 dataset describes a structure of composition C22H25GeIN3Se3TeV. The level of theory is ωB97M-V/def2-TZVPD.

```
57
C22H25GeIN3Se3TeV, DFT ωB97M-V/def2-TZVPD
I 1.959 2.206 3.335
Te -1.210 -1.590 4.005
Se 0.365 -1.238 2.034
Se -1.427 0.837 4.613
Se -2.050 1.779 2.586
Ge -1.148 -1.429 0.177
V 0.235 1.369 1.318
N 1.791 5.796 -2.846
N -1.797 7.113 -0.555
N 0.110 3.207 0.322
C 6.011 1.803 1.888
C 4.859 2.106 2.642
C -0.878 -0.190 -3.155
C -2.856 -2.169 0.758
C 5.884 1.189 0.678
C 3.423 1.161 0.879
C -1.411 -0.402 -4.566
C -1.519 0.291 -0.710
C -0.969 6.334 -0.758
C 3.631 1.788 2.139
C 1.008 5.606 -2.019
C 4.504 0.212 -1.103
C 3.275 -0.101 -1.598
C 0.045 5.378 -1.007
C 0.076 4.197 -0.281
C 4.611 0.855 0.153
C 2.112 0.224 -0.867
C 2.115 0.859 0.361
C -1.997 0.075 -2.155
C -4.085 -4.090 1.866
C -4.021 -5.538 2.332
C -2.790 -3.623 1.211
H -3.553 -2.058 -0.080
H -0.299 -1.066 -2.848
H -4.955 -5.852 2.800
H -0.430 -2.395 -0.787
H 6.988 2.059 2.280
H -0.602 -0.571 -5.278
H 3.184 -0.594 -2.560
H -2.308 0.761 -0.120
H 5.410 -0.019 -1.652
H -2.079 -1.266 -4.606
H 1.167 -0.046 -1.329
H -3.217 -1.520 1.559
H -4.912 -3.960 1.160
H -0.673 0.992 -0.746
H -1.976 0.470 -4.904
H 4.952 2.584 3.608
H -3.220 -5.675 3.061
H -3.823 -6.212 1.495
H -2.720 -0.750 -2.190
H -2.545 0.965 -2.479
H -4.299 -3.434 2.715
H -1.968 -3.764 1.923
H -2.556 -4.265 0.356
H -0.186 0.656 -3.144
H 6.762 0.946 0.091
```

Results
- HOMO-LUMO gap (spin up / spin down) (eV) = 6.6 / 6.8
- charge = -1
- LUMO energy (spin up / spin down) (Eh) = 0.0637 / 0.0601
- spin multiplicity = 4

Atom charges from the natural (NBO) analysis, given in e for atoms 1 to 5: I 0.375; Te 0.183; Se -0.276; Se -0.140; Se -0.438

=====

This record from the Open Molecules 2025 dataset describes a structure of composition C22H25N2O9P2Pd. The level of theory is ωB97M-V/def2-TZVPD.

```
61
C22H25N2O9P2Pd, DFT ωB97M-V/def2-TZVPD
Pd 2.735 -0.731 0.332
P 2.292 2.283 1.413
P -0.572 -0.686 -0.058
O 2.902 3.572 2.131
O 3.093 1.052 1.645
O 0.526 0.375 -0.114
O 3.358 -2.541 -0.564
O 5.195 -3.150 -1.724
O 6.066 -0.503 -0.552
O 1.514 -1.416 1.583
O 0.496 -1.922 0.755
O 3.985 -0.063 -1.349
N 0.847 2.586 3.583
N 3.831 2.615 -0.714
C -2.933 2.617 -1.086
C 0.264 -2.249 -2.173
C -1.251 -0.935 2.682
C -1.959 -3.895 -2.281
C 5.018 -0.910 -0.945
C -3.992 -0.956 2.295
C -1.870 -2.909 -1.305
C 0.176 -3.228 -3.151
C -2.189 1.652 -0.425
C -0.941 -4.054 -3.210
C 4.499 -2.364 -1.105
C -0.764 -2.072 -1.251
C -2.159 0.295 -2.374
C -1.749 -0.834 1.380
C 2.394 2.726 -0.329
C -2.107 -1.006 3.772
C -3.132 -0.844 1.209
C -2.903 1.260 -3.054
C -1.782 0.464 -1.043
C 0.635 2.272 2.150
C -3.484 -1.023 3.584
C -3.297 2.424 -2.416
H 1.145 -1.624 -2.110
H 4.420 2.421 0.089
H -0.179 -0.979 2.832
H 1.117 1.738 4.069
H -0.017 2.900 4.003
H -5.063 -0.976 2.129
H -2.827 -4.545 -2.309
H -1.695 -1.076 4.772
H 1.996 3.721 -0.523
H 0.035 3.054 1.681
H -3.233 3.519 -0.563
H -4.153 -1.096 4.434
H -1.871 -0.602 -2.910
H 0.169 1.317 1.948
H -1.925 1.822 0.615
H 0.990 -3.360 -3.853
H -3.173 1.088 -4.090
H 4.228 0.893 -1.235
H -3.554 -0.751 0.216
H -3.880 3.172 -2.941
H 4.168 3.468 -1.134
H -2.672 -2.802 -0.584
H -1.011 -4.825 -3.967
H 2.461 3.624 3.006
H 1.781 1.997 -0.861
```

Results
- HOMO-LUMO gap (eV) = 7.5
- charge = -1
- LUMO energy (Eh) = 0.0853

Atom charges from the natural (NBO) analysis, given in e for atoms 1 to 5: Pd 1.031; P 2.162; P 1.971; O -1.010; O -1.122

=====

This record from the Open Molecules 2025 dataset describes an isolated molecule of C22H25N3O. The level of theory is ωB97M-V/def2-TZVPD.

```
51
C22H25N3O, DFT ωB97M-V/def2-TZVPD
O 0.656 -4.705 -0.157
N -0.694 -2.918 -0.414
N 0.857 0.961 0.971
N -0.824 0.839 -0.760
C 0.730 4.750 -2.247
C -0.384 4.100 -0.226
C 0.761 -0.990 -0.114
C 2.712 0.602 2.614
C 0.209 0.267 -0.016
C -0.338 4.867 -1.376
C 1.713 3.101 -0.812
C 0.589 2.341 1.297
C -2.452 -4.149 1.683
C 1.758 3.867 -1.961
C -0.765 1.155 -2.085
C -0.421 -4.166 0.024
C 1.820 0.149 1.510
C -2.781 1.724 -1.308
C -2.978 -4.656 0.383
C 0.305 -2.071 -1.041
C -1.530 -4.871 0.736
C 2.647 -2.253 1.140
C -1.960 1.706 -2.453
C 1.780 -1.068 0.870
C 0.639 3.209 0.063
C -2.054 1.185 -0.284
H -3.219 -3.951 -0.398
H -3.787 2.089 -1.250
H 3.336 1.440 2.302
H 0.127 0.975 -2.652
H -3.626 -5.520 0.393
H -1.144 5.552 -1.595
H -0.395 2.431 1.773
H -2.320 -3.085 1.817
H -2.222 2.058 -3.431
H 0.762 5.343 -3.149
H 2.137 0.908 3.489
H 2.201 -3.154 0.729
H 1.344 2.673 2.014
H -0.128 -1.633 -1.946
H -1.233 -5.876 1.010
H -2.320 1.007 0.740
H -2.737 -4.660 2.589
H 3.366 -0.216 2.902
H 1.138 -2.723 -1.314
H 2.509 2.402 -0.595
H 2.782 -2.395 2.210
H 3.631 -2.121 0.688
H 2.594 3.771 -2.638
H -1.566 -2.478 -0.172
H -1.226 4.186 0.446
```

Results
- SMILES = Cc1c(CNC(=O)C2CC2)c(-n2cccc2)n(Cc2ccccc2)c1C
- HOMO-LUMO gap (eV) = 8.6
- charge = 0
- LUMO energy (Eh) = 0.0250

Atom charges from the natural (NBO) analysis, given in e for atoms 1 to 5: O -0.640; N -0.611; N -0.328; N -0.371; C -0.214

=====

This record from the Open Molecules 2025 dataset describes an isolated molecule of C22H25N3O3. The level of theory is ωB97M-V/def2-TZVPD.

```
53
C22H25N3O3, DFT ωB97M-V/def2-TZVPD
O 0.499 -0.347 -2.171
O -2.475 0.265 0.471
O -1.997 2.414 -3.512
N -0.700 -1.750 -0.832
N -2.176 1.041 -1.683
N -2.629 2.493 -0.087
C -2.454 3.299 -1.268
C 0.052 3.775 -0.966
C -2.167 2.243 -2.335
C 1.393 -3.011 -0.910
C 0.777 1.724 0.283
C 0.363 -2.417 -0.178
C 0.567 1.539 2.665
C 0.224 2.998 0.313
C 1.384 -3.149 1.865
C 0.951 1.000 1.450
C 0.334 -2.519 1.219
C -0.132 3.541 1.543
C 3.594 -4.330 1.895
C 2.431 -3.624 -0.219
C 0.029 2.814 2.709
C -1.894 -0.236 -2.296
C -1.349 4.358 -1.174
C 1.387 -3.044 -2.406
C 2.454 -3.688 1.163
C -0.555 -0.783 -1.763
C -0.824 -1.989 2.011
C -2.420 1.180 -0.314
H 1.076 1.292 -0.660
H 0.762 4.608 -0.968
H 1.388 0.014 1.404
H 0.386 -3.247 -2.783
H 2.066 -3.811 -2.770
H 4.210 -4.917 1.218
H 1.370 -3.220 2.944
H -0.532 4.545 1.595
H 0.301 3.131 -1.812
H 3.226 -4.978 2.688
H -1.598 5.049 -0.367
H 4.222 -3.565 2.353
H 1.699 -2.080 -2.807
H -1.358 4.915 -2.113
H -1.090 -0.977 1.717
H -2.717 -0.927 -2.096
H -2.673 2.873 0.843
H -1.798 -0.053 -3.369
H -1.590 -1.787 -0.352
H -0.586 -1.991 3.072
H -3.397 3.805 -1.524
H 3.236 -4.073 -0.784
H -1.701 -2.622 1.865
H 0.691 0.972 3.575
H -0.261 3.247 3.655
```

Results
- SMILES = Cc1cc(C)c(NC(=O)CN2C(=O)N[C@@H](CCc3ccccc3)C2=O)c(C)c1
- HOMO-LUMO gap (eV) = 9.1
- charge = 0
- LUMO energy (Eh) = 0.0250

Atom charges from the natural (NBO) analysis, given in e for atoms 1 to 5: O -0.619; O -0.645; O -0.571; N -0.616; N -0.470

=====

This record from the Open Molecules 2025 dataset describes an isolated molecule of C22H25N3O3S. The level of theory is ωB97M-V/def2-TZVPD.

```
54
C22H25N3O3S, DFT ωB97M-V/def2-TZVPD
S 5.420 -0.471 -0.019
O -1.006 1.293 3.306
O 2.216 -0.657 -2.885
O 1.773 -3.416 -1.544
N 2.975 -0.438 0.834
N 3.417 -2.030 -0.813
N -2.634 -0.249 3.061
C -3.231 1.638 0.665
C -3.411 3.403 2.267
C -2.383 2.417 -0.102
C -3.750 2.120 1.859
C 0.773 -0.134 1.773
C -1.028 -1.523 0.990
C 2.105 -2.494 -0.830
C 1.653 -0.779 0.909
C -2.046 3.691 0.317
C 4.323 -2.579 -1.809
C -1.417 0.275 2.782
C 0.178 0.542 -2.534
C -2.568 4.186 1.500
C 0.905 -0.494 -3.377
C 3.864 -1.012 -0.023
C 3.002 -1.510 -3.692
C -0.562 -0.504 1.827
C -4.573 1.232 2.748
C 4.375 -1.689 -3.051
C -0.159 -2.169 0.137
C -3.642 0.521 3.748
C 1.187 -1.814 0.090
H -4.216 -0.141 4.402
H 2.502 -2.484 -3.801
H 3.946 -3.570 -2.068
H 0.094 0.203 -1.504
H -0.817 0.704 -2.939
H -2.952 -1.059 2.556
H -5.303 1.817 3.309
H 4.763 -0.707 -2.778
H -2.309 5.180 1.831
H 3.333 0.319 1.404
H 0.944 -0.164 -4.427
H 0.728 1.479 -2.546
H -3.492 0.644 0.327
H -1.977 2.024 -1.023
H 5.051 -2.143 -3.775
H 0.376 -1.460 -3.344
H -1.377 4.297 -0.277
H -0.498 -2.959 -0.516
H -3.114 1.264 4.350
H 5.317 -2.659 -1.364
H -3.804 3.787 3.197
H -5.106 0.486 2.155
H 1.111 0.669 2.411
H -2.067 -1.815 0.982
H 3.111 -1.066 -4.694
```

Results
- SMILES = CCOCCCn1c(=S)[nH]c2cc(C(=O)NCCc3ccccc3)ccc2c1=O
- HOMO-LUMO gap (eV) = 8.2
- charge = 0
- LUMO energy (Eh) = -0.0075

Atom charges from the natural (NBO) analysis, given in e for atoms 1 to 5: S -0.209; O -0.615; O -0.566; O -0.598; N -0.579

=====

This record from the Open Molecules 2025 dataset describes an isolated molecule of C22H25N3O3S2. The level of theory is ωB97M-V/def2-TZVPD.

```
55
C22H25N3O3S2, DFT ωB97M-V/def2-TZVPD
S -1.546 1.680 4.773
S -0.708 -2.018 -3.367
O -0.514 3.025 0.245
O -1.412 -2.351 -4.569
O -1.086 -2.666 -2.149
N 0.904 -2.333 -3.710
N -2.282 1.612 0.354
N -1.091 -0.334 1.824
C -1.205 2.159 -0.253
C -2.740 -0.583 4.769
C -0.420 0.594 -4.160
C -0.360 1.961 -3.937
C 1.911 -1.687 -2.989
C 0.173 0.241 2.240
C -0.724 -0.245 -3.106
C -2.481 1.689 1.778
C -2.270 0.363 3.908
C 4.952 0.336 -0.729
C -0.612 2.467 -2.672
C 3.042 -1.193 -3.627
C -2.529 -0.257 6.127
C 3.901 -0.374 -1.527
C -1.898 0.934 6.281
C -1.084 -1.774 1.975
C 4.026 -0.549 -2.897
C -2.274 0.297 2.410
C 2.768 -0.881 -0.900
C 1.782 -1.532 -1.613
C -0.955 1.617 -1.627
C -0.996 0.243 -1.847
H -0.239 0.174 -5.137
H -0.255 -2.179 1.396
H 2.664 -0.763 0.169
H 3.153 -1.318 -4.695
H -1.614 1.428 7.188
H -0.112 2.629 -4.747
H 0.954 -0.170 1.601
H -3.122 -0.334 2.109
H -3.231 -1.484 4.445
H -2.749 0.849 -0.113
H -0.551 3.528 -2.480
H -2.837 -0.881 6.946
H 5.761 0.680 -1.368
H 0.159 1.319 2.103
H 4.521 1.196 -0.219
H -3.491 2.043 2.006
H 0.911 -1.936 -1.122
H -0.970 -2.098 3.020
H -1.761 2.414 2.164
H 0.426 0.015 3.286
H -1.207 -0.454 -1.051
H 1.063 -2.407 -4.703
H -2.009 -2.188 1.576
H 4.900 -0.173 -3.408
H 5.367 -0.327 0.029
```

Results
- SMILES = Cc1ccc(NS(=O)(=O)c2cccc(C(=O)NC[C@H](c3cccs3)N(C)C)c2)cc1
- HOMO-LUMO gap (eV) = 8.9
- charge = 0
- LUMO energy (Eh) = 0.0117

Atom charges from the natural (NBO) analysis, given in e for atoms 1 to 5: S 0.434; S 2.304; O -0.619; O -0.934; O -0.930

=====

Ordered E results: -1213.20937 -2556.74309 -11808.65844 -2450.67986 -1092.83169 -1243.43291 -1641.59058 -2039.70294; unit hartree.
Ordered max |F| results: 0.62 3.72 0.21 0.49 0.72 0.64 0.84 0.95; unit eV/Å.